1.
The following is a quantum chemistry calculation of a 3-piece molecular cluster, C29H64BFN2O11Si overall, from the Open Molecules 2025 dataset.

Summary:
SMILES: C[C@H](O)C[C@@]1([Si](C)(C)C)NC(=O)[C@@](CCCN)([C@H](C)F)[C@]1(CCO)B(O)O.COCCOCCOC.COCCOCCOC
Orbital gap in hartree: 0.3365
Net charge: 0
2S+1: 1

Cartesian coordinates (Å):
Si -2.52881 2.36791 -0.82241
F -2.66041 -0.91584 4.18624
O -0.30050 -3.55748 -1.32324
O -4.98881 0.22442 -0.55402
O 7.59412 2.52990 -2.20674
O 0.16332 -6.56604 -1.57594
O 5.42635 1.42671 0.17515
O -0.52351 1.00869 3.50079
O -2.32321 4.94283 1.92012
O 2.12025 -4.36840 -3.01425
O -3.70125 -1.64839 -0.06874
O 4.81226 1.44525 -2.82052
O -3.40455 1.60440 4.29127
N 1.37133 -1.82269 2.23591
N -1.59311 2.07030 1.74652
C -0.85801 -4.47116 -2.25370
C 5.20753 2.78585 -2.58218
C 1.43983 -0.46953 1.66144
C -2.01429 -0.22946 1.92347
C -4.63416 1.15780 3.76837
C -1.57989 1.10987 -1.85502
C -3.32462 0.47439 1.44415
C -1.51795 3.95433 -0.93557
C -1.26879 0.97016 2.54192
C 5.36973 0.40891 -2.03096
C 0.21219 -7.41404 -0.45083
C -1.04094 -0.78392 0.84477
C -2.79865 -2.63802 2.59621
C 1.05379 -3.70866 -0.92798
C -3.28747 4.07179 2.53157
C -4.45906 4.90961 3.09120
C -2.10173 -1.34841 2.98519
C -4.51501 0.35245 2.47181
C 2.29158 -3.84417 -4.31196
C 0.33794 -0.14270 0.64343
C 6.61051 3.13163 -3.02911
C 4.52852 1.95444 1.12634
C -1.06276 -5.87577 -1.73133
C -3.81374 3.11667 1.48660
C -4.10549 2.72351 -1.82754
C -2.87451 1.93765 1.01781
C 8.71603 2.03691 -2.90413
C 2.08447 -3.39255 -1.98896
C 4.89194 0.36656 -0.59657
B -3.99920 -0.32012 0.21982
H 5.21840 -0.58545 -0.15465
H -0.52641 1.01227 -1.61001
H 6.72858 4.22187 -2.97226
H -3.34973 -1.70115 -0.96056
H 6.73856 2.82693 -4.07361
H 1.66594 -2.95982 -4.47375
H 9.40739 2.84526 -3.16668
H 5.04307 3.07326 -1.54213
H 1.98868 -4.61393 -5.02071
H -2.20519 -3.17985 1.86144
H 1.49020 0.29574 2.43318
H 0.30321 0.93228 0.47661
H -0.57454 3.88944 -0.39122
H -4.88813 4.38291 3.94495
H -1.06799 -1.60674 3.21566
H -2.05299 0.12964 -1.89826
H -5.44918 0.54371 1.93795
H -2.05780 4.82299 -0.57581
H 1.18445 -2.97823 -0.12537
H 8.42083 1.50439 -3.81446
H 2.25944 -2.28725 2.11044
H -5.25651 4.99714 2.35289
H 4.52681 3.38535 -3.19175
H -0.30196 -4.47637 -3.19310
H -4.01949 3.76795 0.62871
H -5.20346 1.11559 -0.27104
H -1.85089 -4.06908 -2.47185
H 1.22623 -4.69131 -0.48506
H 3.07127 -3.36161 -1.50614
H 1.25979 -7.63724 -0.25253
H -2.87231 -3.28292 3.47022
H -1.60428 -5.82686 -0.77992
H -1.25373 4.05361 -1.98866
H 2.38542 -0.38158 1.12160
H 5.02295 -0.51286 -2.50547
H -4.11603 5.89367 3.39015
H 9.23001 1.33602 -2.24748
H -4.40376 1.83981 -2.38238
H -0.31865 -8.35397 -0.63777
H -3.90572 3.54322 -2.51378
H 3.52640 2.08306 0.70188
H -1.64540 5.10189 2.57460
H 0.67993 -0.54263 -0.31661
H 1.28288 -1.74292 3.24088
H 3.79569 0.39379 -0.58646
H -0.21020 -6.92961 0.43601
H 6.45999 0.40585 -2.08201
H -1.48252 -0.85602 -0.14105
H -1.68299 -6.42297 -2.45399
H -4.57038 -0.70170 2.72686
H 4.47000 1.30826 2.00922
H -0.82251 -1.82370 1.08185
H 1.87509 -2.40044 -2.40673
H -5.14846 0.53073 4.50193
H -4.90896 3.04187 -1.16303
H -1.62068 1.49198 -2.87875
H -5.30050 2.01328 3.61713
H 3.33924 -3.58423 -4.50061
H -0.84585 2.61855 1.35885
H -3.52144 1.80683 5.21635
H -2.82913 3.57103 3.37136
H -4.79756 2.74417 1.76227
H -3.78553 -2.51259 2.16599
H 4.89920 2.93307 1.42824



2.
The following is a quantum chemistry calculation of a 15-piece molecular cluster, C29H64N7O31 overall, from the Open Molecules 2025 dataset.

Summary:
ΔE to the lowest compared entry with this formula, charge and spin in kJ/mol: 130.10
Orbital gap in hartree: 0.0409
Net charge: -1
2S+1: 1

Cartesian coordinates (Å):
O 5.96117 4.43781 -3.36498
O 1.70521 4.54888 -2.73346
O -3.60170 1.97437 4.18803
O -3.81174 -2.53658 1.46198
O 1.57392 2.33655 -3.21262
O 0.06222 -0.67166 -1.28189
O 6.30775 3.98281 1.04699
O -6.56033 3.19751 0.50529
O -2.20733 0.76384 2.87200
O -1.65027 3.79075 -0.42319
O -2.63592 0.20800 4.98098
O -5.64615 -1.82696 -3.07527
O -4.06597 -2.47196 -0.77605
O -2.24973 1.03097 -4.81763
O -1.45226 -3.54495 -5.66535
O -1.17322 -4.20402 3.73040
O 4.48196 -3.76085 -1.74958
O -2.79126 5.15632 0.94503
O 1.38557 -1.10303 2.44041
O -3.91349 2.41365 -4.08189
O -4.21276 -0.76290 -4.29895
O 1.90938 2.61940 2.67366
O -5.65072 -1.78944 0.61896
O 4.25302 3.22559 1.02376
O 1.98287 3.73093 -4.81285
O -2.08976 3.23294 -4.95025
O 1.19211 0.55471 3.15872
O 4.94303 4.45243 2.75105
O -2.81413 2.88457 1.15314
O -5.31886 0.40565 -2.82441
O -0.09577 2.38451 3.53828
N -1.62005 -4.25115 1.43836
N 4.82830 -2.35321 0.06213
N 6.01127 2.68266 -1.77925
N -3.03076 -3.38823 -3.95559
N 3.28235 -0.43679 3.78236
N 0.26771 1.64190 -0.75602
N -5.69577 3.06738 2.68289
C 3.34179 -1.93566 0.18677
C -1.75882 -2.99053 -4.65375
C -2.76409 2.25818 -4.58058
C 5.82191 -4.67431 0.04500
C -4.49839 -2.20088 0.45599
C 1.71414 3.52291 -3.60175
C -1.41506 -4.89033 2.78871
C -4.06520 -4.24416 -4.70220
C -6.83931 2.86421 3.66890
C 2.03263 -1.26502 3.43656
C 3.53272 0.86585 3.00697
C 1.06088 1.81985 3.10306
C -0.41020 -3.41024 0.92184
C -2.36855 3.91587 0.58876
C 6.63710 3.67294 -2.75549
C -5.60907 1.10158 0.99044
C 1.22442 1.58506 0.39955
C -1.46531 -6.36966 2.84177
C -2.00646 0.57647 -1.01476
C -6.02398 2.51542 1.33214
C -5.14891 -0.74465 -3.44907
C 5.18458 3.84474 1.59513
C 4.54062 2.31577 -2.03997
C 1.95806 -2.43944 4.34823
C -0.77404 -2.09149 -3.89867
C 8.14274 3.54809 -2.82509
C -2.85418 0.97875 4.02772
C 5.03730 -3.63300 -0.68504
C -0.49257 0.35717 -0.92423
H 0.42833 -3.76729 1.51616
H -4.95288 -4.35192 -4.08433
H 1.86671 2.45955 0.28448
H 4.20581 1.83627 -1.11724
H -6.30400 0.60797 0.31689
H -4.75074 1.03833 -3.32277
H 0.69089 1.98730 -1.63409
H 8.43601 3.64960 -1.77781
H 3.21579 -0.99193 0.71404
H -2.49572 1.52436 2.30939
H -2.73550 -3.91982 -3.14224
H 3.23401 0.76216 1.96615
H 1.93078 5.21629 -3.39868
H -7.63152 3.48988 3.26320
H -4.36113 -3.77804 -5.63910
H 3.01019 1.71662 3.45052
H -2.99668 0.47817 -4.52628
H -2.40490 -6.79417 2.48123
H -4.81845 -2.04047 -1.22623
H -0.18023 -3.54326 -0.13436
H 8.62314 4.36207 -3.36464
H -3.52886 5.03425 1.54806
H -0.40210 2.36182 -0.54168
H 0.02269 -2.05120 -4.63989
H -3.44904 -5.11507 -4.92041
H 6.35355 -4.29533 0.91757
H 2.84749 -1.86319 -0.78115
H 6.00718 2.94753 -0.79042
H -3.58464 -2.59241 -3.62446
H 2.77269 -2.68573 0.73453
H 4.41450 1.61885 -2.86346
H -0.57981 1.57325 3.74614
H 6.47289 -5.30632 -0.55853
H -2.45094 0.86883 -0.06144
H 1.74985 0.63263 0.40137
H -0.70101 -6.83446 2.21377
H -2.48626 -0.30734 -1.43309
H 1.63496 -2.18103 5.35904
H 3.16412 -0.12288 4.74493
H -2.22672 1.40058 -1.69964
H 5.23220 -2.38317 0.99415
H 5.82749 4.85547 2.75199
H -4.63878 1.21382 0.50244
H -6.51446 3.22135 4.64350
H -5.41700 0.57796 1.92828
H -4.83115 2.66545 3.06646
H 5.12460 -5.42998 0.41770
H 4.62224 0.88068 2.99053
H -1.31920 -6.84789 3.80835
H -0.62324 -2.34648 1.01036
H 2.95274 -2.86609 4.50653
H -0.48111 -2.66990 -3.02181
H -2.46851 -3.65542 1.47997
H -1.07973 -1.06877 -3.67994
H -1.93986 -4.96841 0.79423
H -7.01862 1.79230 3.69918
H 1.32551 -3.27447 4.05366
H 4.02261 -1.13035 3.81668
H 0.73970 1.81251 1.34993
H -5.45556 4.04718 2.56573
H 5.36235 -1.59029 -0.35685
H 6.54791 1.82290 -1.82068
H 3.90383 3.19628 -1.96210
H 8.49096 2.64496 -3.32593



F_max for the records above, in order: 1.6 6.8 eV Å⁻¹
HOMO energy for the records above, in order: -8.67 -2.81 eV